Record 1
This record from OMol25 describes a cluster of 3 separate species, C4H10 in total at a distorted geometry. The level of theory is ωB97M-V with the def2-TZVPD basis set.

Summary:
**E_LUMO**: 0.35 eV
**HOMO level**: -8.454 eV
**Orbital gap**: 8.8 eV
**Relative energy (zero: lowest compared OMol25 entry of this formula, charge and spin)**: 116.60 kcal per mole
**E**: -4305.306 eV

Structure (ORCA input):
```
! wB97M-V def2-TZVPD RIJCOSX def2/J DEFGRID3
* xyz 0 1
C 1.282 0.741 0.252
C 0.857 -0.538 0.440
C -0.416 -1.012 1.089
C -1.236 0.650 -1.578
H 2.031 0.905 -0.501
H 0.417 1.401 0.266
H 1.628 -1.316 0.417
H -0.280 0.821 -2.047
H -0.350 -1.936 1.647
H 0.032 0.154 2.031
H -1.351 -0.480 1.258
H -1.904 0.058 -2.213
H -1.029 -0.032 -0.704
H -1.586 1.521 -1.037
*
```

***

Record 2
This record from OMol25 describes a cluster of 3 separate species, C11H23IN3O4S in total. The level of theory is ωB97M-V with the def2-TZVPD basis set.

Summary:
**E_LUMO**: 2.65 eV
**HOMO level**: -5.543 eV
**Orbital gap**: 8.2 eV
**E**: -43379.178 eV

Structure (ORCA input):
```
! wB97M-V def2-TZVPD RIJCOSX def2/J DEFGRID3
* xyz -1 1
C 3.292 -2.472 -0.404
C 2.052 -1.755 -0.924
I 2.701 -0.339 -2.412
C 1.031 -2.691 -1.553
C -0.428 -2.161 -1.614
N -1.263 -3.052 -0.769
S -2.839 -2.491 -0.430
C -0.576 -0.655 -1.222
O -0.730 0.117 -2.174
O -0.468 -0.401 -0.002
H 3.924 -2.852 -1.204
H 2.969 -3.282 0.255
H 3.877 -1.787 0.210
H 1.604 -1.180 -0.121
H 1.029 -3.621 -0.977
H 1.356 -2.954 -2.561
H -0.783 -2.239 -2.646
H -1.395 -3.927 -1.261
H -3.355 -2.316 -1.667
C 0.613 2.777 -0.543
C 0.964 4.103 -1.158
O 1.784 4.878 -0.686
N 0.304 4.414 -2.310
C -0.678 3.606 -3.010
H 1.204 2.630 0.356
H -0.445 2.738 -0.283
H 0.807 1.971 -1.246
H 0.556 5.310 -2.694
H -0.338 3.377 -4.022
H -1.632 4.134 -3.083
H -0.839 2.667 -2.489
C -1.655 -0.652 4.948
C -1.925 -1.033 3.504
O -2.699 -1.937 3.211
N -1.263 -0.350 2.546
C -0.322 0.730 2.706
H -2.255 -1.298 5.582
H -0.601 -0.787 5.196
H -1.928 0.387 5.137
H -1.433 -0.663 1.590
H -0.666 1.622 2.179
H 0.647 0.453 2.289
H -0.196 0.976 3.759
*
```

***

Record 3
This record from OMol25 describes a cluster of 8 separate species, C16H26N7O4PS in total at a distorted geometry. The level of theory is ωB97M-V with the def2-TZVPD basis set.

Summary:
**E_LUMO**: 0.41 eV
**HOMO level**: -9.433 eV
**Orbital gap**: 9.8 eV
**Relative energy (zero: lowest compared OMol25 entry of this formula, charge and spin)**: 0.00 kcal per mole
**E**: -55754.174 eV

Structure (ORCA input):
```
! wB97M-V def2-TZVPD RIJCOSX def2/J DEFGRID3
* xyz 0 1
C 1.971 0.333 0.525
S 1.525 2.052 0.586
O 2.385 2.721 1.522
O 1.530 2.631 -0.718
P -0.510 1.999 1.350
C -1.639 1.017 0.110
O -1.400 1.195 -1.068
O -2.444 0.349 0.769
H 1.126 -0.299 0.767
H 2.740 0.194 1.265
H 2.285 0.131 -0.487
H -0.429 1.209 2.496
H -0.964 3.298 1.624
C 5.595 -0.336 3.654
C 4.634 -1.178 2.958
N 3.881 -1.838 2.408
H 6.569 -0.421 3.178
H 5.269 0.701 3.615
H 5.673 -0.649 4.692
C -5.479 0.913 -0.430
C -6.853 1.178 -0.033
N -7.930 1.387 0.292
H -5.000 1.834 -0.753
H -4.920 0.503 0.410
H -5.464 0.203 -1.251
C 6.271 -3.318 -0.902
C 5.835 -1.927 -0.899
N 5.497 -0.835 -0.903
H 7.120 -3.437 -1.567
H 6.563 -3.618 0.100
H 5.459 -3.956 -1.238
C 7.107 -7.065 -3.481
C 7.210 -6.482 -2.152
N 7.291 -6.025 -1.107
H 7.365 -8.121 -3.440
H 6.090 -6.960 -3.851
H 7.789 -6.557 -4.159
C -6.103 2.877 3.079
C -4.656 2.748 3.000
N -3.519 2.652 2.938
H -6.538 1.944 3.430
H -6.361 3.676 3.771
H -6.510 3.107 2.098
C -1.361 5.834 -1.160
C -1.828 5.677 0.209
N -2.193 5.553 1.287
H -0.989 6.846 -1.307
H -0.560 5.124 -1.360
H -2.180 5.649 -1.851
C -6.704 -2.506 -2.864
C -6.075 -1.261 -3.275
N -5.581 -0.281 -3.599
H -6.693 -3.214 -3.689
H -6.163 -2.931 -2.021
H -7.734 -2.316 -2.568
*
```

***

Record 4
This record from OMol25 describes a cluster of 16 separate species, C4H39NO16 in total at a distorted geometry. The level of theory is ωB97M-V with the def2-TZVPD basis set.

Summary:
**E_LUMO**: -0.05 eV
**HOMO level**: -10.486 eV
**Orbital gap**: 10.4 eV
**Relative energy (zero: lowest compared OMol25 entry of this formula, charge and spin)**: 68.56 kcal per mole
**E**: -39031.745 eV

Structure (ORCA input):
```
! wB97M-V def2-TZVPD RIJCOSX def2/J DEFGRID3
* xyz 0 1
C 0.888 -1.193 -0.488
C -0.378 -0.983 0.251
N -1.163 -2.080 0.420
C -0.890 -3.491 0.127
C -0.436 -4.263 1.351
O -0.930 0.100 0.508
H 1.617 -0.406 -0.285
H 1.191 -2.228 -0.424
H 0.840 -0.850 -1.559
H -2.131 -1.912 0.654
H -0.180 -3.544 -0.693
H -1.835 -3.915 -0.213
H 0.433 -4.918 1.244
H -1.170 -4.924 1.814
H -0.103 -3.674 2.212
H -3.700 1.288 -0.232
H -4.698 1.704 -1.232
O -3.734 1.652 -1.166
H -2.357 0.908 -2.237
H -2.389 -0.412 -1.486
O -1.917 0.048 -2.184
H 3.070 -2.878 -2.084
H 3.805 -2.589 -0.791
O 3.851 -3.137 -1.585
H 2.826 -2.168 1.000
H 3.756 -3.315 1.164
O 3.030 -2.879 1.629
H 0.210 3.946 1.281
H 1.339 2.978 1.011
O 1.137 3.909 1.015
H -2.800 2.143 2.574
H -3.468 1.692 3.807
O -3.695 1.979 2.916
H 0.674 2.410 -3.468
H -0.120 1.941 -4.671
O 0.792 2.004 -4.362
H -3.850 0.836 1.752
H -2.636 0.193 1.230
O -3.603 0.137 1.076
H -0.696 -0.925 -2.974
H 0.286 -0.158 -3.783
O 0.172 -1.043 -3.411
H 4.447 -0.148 0.619
H 3.941 -0.587 -0.872
O 3.970 -0.771 0.073
H 0.483 1.486 2.559
H 1.226 0.176 2.895
O 0.875 0.979 3.277
H -1.152 1.826 4.414
H -1.033 3.345 4.439
O -1.231 2.606 3.850
H 0.607 2.762 -1.449
H 0.263 1.225 -1.712
O 0.913 1.935 -1.824
H -0.728 2.028 0.415
H -1.923 2.647 -0.363
O -1.253 2.837 0.306
H 2.866 1.545 -2.765
H 3.171 2.382 -1.472
O 3.524 1.748 -2.096
*
```

***

Record 5
This record from OMol25 describes a structure of composition C2H5HgO2 at a distorted geometry. The level of theory is ωB97M-V with the def2-TZVPD basis set.

Summary:
**E_LUMO (alpha / beta)**: 0.52 / -2.24 eV
**HOMO level (alpha / beta)**: -9.004 / -8.794 eV
**Orbital gap (alpha / beta)**: 9.5 / 6.6 eV
**Relative energy (zero: lowest compared OMol25 entry of this formula, charge and spin)**: 68.33 kcal per mole
**E**: -10418.490 eV

Structure (ORCA input):
```
! wB97M-V def2-TZVPD RIJCOSX def2/J DEFGRID3
* xyz 0 2
O 1.493 -0.807 0.888
Hg 2.563 0.472 -0.471
O 0.945 -1.052 -0.451
H 0.430 0.590 0.990
C -0.655 0.739 0.290
C -0.612 -0.544 -0.449
H -1.513 0.811 0.970
H -0.571 1.617 -0.366
H -1.136 -1.345 0.094
H -0.945 -0.481 -1.494
*
```

***

Record 6
This record from OMol25 describes a structure of composition C3H3NO4S at a distorted geometry. The level of theory is ωB97M-V with the def2-TZVPD basis set.

Summary:
**E_LUMO**: -0.20 eV
**HOMO level**: -9.490 eV
**Orbital gap**: 9.3 eV
**Relative energy (zero: lowest compared OMol25 entry of this formula, charge and spin)**: 99.74 kcal per mole
**E**: -23667.844 eV

Structure (ORCA input):
```
! wB97M-V def2-TZVPD RIJCOSX def2/J DEFGRID3
* xyz 0 1
C 2.050 -0.633 0.255
C -0.084 0.978 -1.158
C 1.462 -0.394 1.293
N -0.935 0.804 0.843
O -1.168 -1.748 0.936
O -0.265 -0.250 -1.222
O -2.671 -0.446 -0.581
O -0.471 1.598 -0.114
S -1.435 -0.585 0.138
H 2.311 -0.915 -0.715
H 0.219 1.732 -1.966
H 0.988 -0.142 2.291
*
```

***

Record 7
This record from OMol25 describes a structure of composition C32H30B2F18O29V at a distorted geometry. The level of theory is ωB97M-V with the def2-TZVPD basis set.

Summary:
**E_LUMO (alpha / beta)**: -1.89 / -1.60 eV
**HOMO level (alpha / beta)**: -10.052 / -10.052 eV
**Orbital gap (alpha / beta)**: 8.2 / 8.5 eV
**E**: -169017.510 eV

Structure (ORCA input):
```
! wB97M-V def2-TZVPD RIJCOSX def2/J DEFGRID3
* xyz 0 2
O 1.138 0.044 1.109
V 0.279 -0.380 -0.122
O 0.206 0.756 -1.999
C 0.311 0.645 -3.209
O 1.225 -0.002 -3.811
B 1.061 0.159 -5.294
O -0.085 1.081 -5.405
C -0.639 1.283 -4.246
O -1.601 1.935 -3.990
O 0.842 -1.127 -5.934
C 1.858 -1.404 -6.766
O 2.057 -2.428 -7.324
C 2.724 -0.119 -6.829
O 2.267 0.717 -5.912
O 3.608 0.026 -7.591
O -5.535 -1.406 5.231
C -4.681 -2.084 4.759
O -3.397 -1.734 4.626
B -2.713 -2.682 3.755
O -3.687 -3.755 3.505
C -4.857 -3.453 4.053
O -5.848 -4.104 4.027
O -2.340 -2.019 2.466
C -1.104 -2.287 2.221
O -0.451 -1.921 1.280
C -0.500 -3.044 3.431
O -1.469 -3.231 4.301
O 0.621 -3.429 3.477
C 3.606 -2.743 2.051
C 2.947 -3.533 0.947
O 3.488 -3.105 -0.351
C 2.760 -2.367 -1.092
O 1.762 -1.790 -0.734
C 3.290 -2.326 -2.554
F 4.425 -3.000 -2.684
F 2.367 -2.777 -3.379
F 3.595 -1.035 -2.830
H 4.670 -2.969 2.123
H 3.152 -2.980 3.013
H 3.447 -1.671 1.923
H 1.870 -3.380 1.004
H 3.178 -4.593 0.974
C 3.843 3.704 -3.865
C 3.289 2.524 -3.076
O 4.233 2.169 -2.071
C 3.846 1.464 -1.037
O 2.716 1.289 -0.686
C 5.036 0.941 -0.204
F 4.943 1.391 1.047
F 4.920 -0.398 -0.137
F 6.211 1.288 -0.700
H 4.847 3.438 -4.187
H 3.777 4.643 -3.323
H 3.205 3.809 -4.746
H 3.088 1.719 -3.782
H 2.346 2.840 -2.623
C -1.543 0.259 6.465
C -0.620 1.408 6.047
O 0.723 0.933 5.856
C 1.106 0.613 4.645
O 0.389 0.492 3.691
C 2.614 0.279 4.571
F 3.119 0.610 3.387
F 3.282 0.981 5.499
F 2.818 -1.024 4.769
H -2.514 0.232 5.982
H -1.625 0.174 7.549
H -1.044 -0.681 6.203
H -0.555 2.099 6.883
H -0.962 1.910 5.148
C -3.909 -4.439 0.273
C -3.054 -3.220 0.013
O -2.925 -3.079 -1.424
C -1.974 -2.394 -1.948
O -1.250 -1.601 -1.396
C -1.890 -2.578 -3.483
F -2.283 -1.432 -4.054
F -0.648 -2.866 -3.814
F -2.702 -3.526 -3.912
H -3.397 -5.346 -0.039
H -4.864 -4.342 -0.248
H -4.195 -4.527 1.321
H -2.079 -3.396 0.460
H -3.495 -2.324 0.443
C -4.765 1.503 -1.949
C -3.486 1.125 -1.226
O -3.584 1.439 0.187
C -2.623 1.073 0.969
O -1.597 0.500 0.694
C -2.799 1.635 2.398
F -1.815 2.471 2.679
F -3.972 2.232 2.517
F -2.761 0.619 3.274
H -5.668 1.028 -1.573
H -4.598 1.160 -2.971
H -4.890 2.583 -2.008
H -2.664 1.714 -1.626
H -3.353 0.062 -1.378
C -0.407 4.464 -2.591
C -1.039 4.566 -1.232
O -0.044 4.736 -0.224
C 0.423 3.682 0.400
O 0.054 2.559 0.270
C 1.512 4.036 1.427
F 2.378 3.058 1.568
F 2.115 5.178 1.138
F 0.889 4.234 2.620
H 0.102 3.511 -2.725
H 0.380 5.219 -2.710
H -1.097 4.660 -3.408
H -1.684 3.705 -1.059
H -1.679 5.444 -1.176
*
```

***

Record 8
This record from OMol25 describes the molecule C2Cl4N2 at a distorted geometry. The level of theory is ωB97M-V with the def2-TZVPD basis set.

Summary:
**E_LUMO**: -0.10 eV
**HOMO level**: -9.479 eV
**Orbital gap**: 9.4 eV
**Relative energy (zero: lowest compared OMol25 entry of this formula, charge and spin)**: 42.84 kcal per mole
**SMILES**: ClC(Cl)=NN=C(Cl)Cl
**E**: -55141.779 eV

Structure (ORCA input):
```
! wB97M-V def2-TZVPD RIJCOSX def2/J DEFGRID3
* xyz 0 1
Cl 3.004 1.001 0.377
C 1.658 0.014 0.055
Cl 1.965 -1.306 -1.040
N 0.554 0.282 0.577
N -0.533 -0.434 0.621
C -1.722 0.009 0.067
Cl -3.115 -0.879 0.368
Cl -1.810 1.313 -1.025
*
```

***

Record 9
This record from OMol25 describes the molecule C21H21FN4O2. The level of theory is ωB97M-V with the def2-TZVPD basis set.

Summary:
**E_LUMO**: 0.32 eV
**HOMO level**: -7.770 eV
**Orbital gap**: 8.1 eV
**Relative energy (zero: lowest compared OMol25 entry of this formula, charge and spin)**: 0.00 kcal per mole
**SMILES**: O=C(CCc1nc2ccccc2c(=O)[nH]1)N1CCN(c2ccc(F)cc2)CC1
**E**: -34892.320 eV

Structure (ORCA input):
```
! wB97M-V def2-TZVPD RIJCOSX def2/J DEFGRID3
* xyz 0 1
O -0.846 -4.153 -0.212
C -0.336 -3.051 -0.145
C 1.030 -2.777 -0.759
C 0.904 -1.998 -2.087
C 2.027 -1.015 -2.208
N 1.944 0.095 -1.567
C 2.994 0.977 -1.640
C 2.906 2.190 -0.949
C 3.944 3.091 -1.007
C 5.091 2.811 -1.749
C 5.195 1.622 -2.435
C 4.152 0.696 -2.389
C 4.245 -0.570 -3.109
O 5.171 -0.954 -3.787
N 3.111 -1.368 -2.953
N -0.945 -2.016 0.474
C -0.479 -0.651 0.596
C -1.553 0.293 0.027
N -2.837 0.111 0.662
C -3.174 0.819 1.808
C -4.488 0.767 2.293
C -4.880 1.498 3.394
C -3.958 2.312 4.026
F -4.337 3.032 5.108
C -2.659 2.405 3.568
C -2.273 1.660 2.470
C -3.276 -1.261 0.502
C -2.239 -2.224 1.095
H 1.498 -3.745 -0.936
H 1.649 -2.224 -0.050
H -0.034 -1.443 -2.101
H 0.902 -2.691 -2.928
H 2.013 2.394 -0.381
H 3.872 4.027 -0.473
H 5.896 3.529 -1.784
H 6.070 1.377 -3.018
H 3.129 -2.261 -3.432
H -0.328 -0.431 1.661
H 0.453 -0.485 0.059
H -1.686 0.070 -1.037
H -1.234 1.331 0.109
H -5.226 0.162 1.789
H -5.894 1.451 3.759
H -1.956 3.047 4.074
H -1.249 1.742 2.143
H -3.392 -1.463 -0.568
H -4.233 -1.423 0.992
H -2.153 -2.042 2.173
H -2.528 -3.262 0.924
*
```

***

Record 10
This record from OMol25 describes a structure of composition C22H30CuN5O2Si at a distorted geometry. The level of theory is ωB97M-V with the def2-TZVPD basis set.

Summary:
**E_LUMO**: -0.16 eV
**HOMO level**: -5.881 eV
**Orbital gap**: 5.7 eV
**Relative energy (zero: lowest compared OMol25 entry of this formula, charge and spin)**: 1.64 kcal per mole
**E**: -87362.907 eV

Structure (ORCA input):
```
! wB97M-V def2-TZVPD RIJCOSX def2/J DEFGRID3
* xyz 0 1
Cu -13.971 7.216 -4.731
C -16.070 9.602 -4.942
C -14.607 9.949 -4.900
C -14.368 11.343 -5.074
C -13.055 11.803 -5.021
C -12.068 10.916 -4.690
C -12.280 9.496 -4.655
N -13.631 9.047 -4.790
N -11.273 8.685 -4.556
Si -9.620 8.816 -4.005
C -8.656 10.155 -4.966
C -9.555 9.203 -2.165
C -8.716 7.204 -4.225
H -16.618 10.545 -4.930
H -16.350 9.033 -4.064
H -16.324 9.009 -5.806
H -15.181 12.025 -5.272
H -12.828 12.841 -5.332
H -11.065 11.288 -4.637
H -8.532 11.133 -4.477
H -9.169 10.274 -5.884
H -7.600 9.879 -5.209
H -10.411 8.692 -1.704
H -9.690 10.270 -1.895
H -8.664 8.798 -1.685
H -8.769 7.131 -5.332
H -9.352 6.396 -3.836
H -7.673 7.224 -3.907
C -16.750 2.240 -4.230
C -15.685 3.352 -4.161
O -15.922 4.518 -3.896
N -14.385 2.966 -4.446
C -13.408 4.017 -4.771
C -12.964 4.714 -3.479
C -12.176 4.091 -2.540
C -11.600 4.789 -1.472
C -11.904 6.161 -1.412
C -12.721 6.749 -2.353
N -13.206 6.049 -3.376
H -17.203 2.239 -5.250
H -17.539 2.530 -3.556
H -16.295 1.284 -4.007
H -14.223 2.004 -4.750
H -13.907 4.782 -5.392
H -12.525 3.510 -5.277
H -11.930 3.045 -2.725
H -10.966 4.298 -0.757
H -11.403 6.805 -0.718
H -13.071 7.797 -2.245
O -14.900 6.912 -6.425
N -16.139 6.724 -6.920
C -17.185 6.290 -6.136
C -18.451 6.048 -6.735
C -18.675 6.287 -8.060
C -17.630 6.839 -8.806
C -16.362 6.984 -8.257
H -17.060 6.121 -5.068
H -19.210 5.719 -6.028
H -19.636 6.070 -8.520
H -17.835 7.118 -9.886
H -15.501 7.298 -8.860
*
```

***

Record 11
This record from OMol25 describes the molecule C9H13N2PS2 at a distorted geometry. The level of theory is ωB97M-V with the def2-TZVPD basis set.

Summary:
**E_LUMO**: 0.65 eV
**HOMO level**: -8.335 eV
**Orbital gap**: 9.0 eV
**Relative energy (zero: lowest compared OMol25 entry of this formula, charge and spin)**: 0.00 kcal per mole
**SMILES**: CC(C)N[P@@]1(=S)Nc2ccccc2S1
**E**: -43483.925 eV

Structure (ORCA input):
```
! wB97M-V def2-TZVPD RIJCOSX def2/J DEFGRID3
* xyz 0 1
C 3.994 -0.559 -0.681
C 2.971 0.268 0.089
C 3.058 -0.196 1.574
N 1.572 0.004 -0.331
P 0.304 1.134 -0.160
S 0.984 2.934 -0.250
N -0.894 0.550 -1.250
C -2.136 0.221 -0.670
C -3.225 0.026 -1.465
C -4.416 -0.390 -0.881
C -4.510 -0.602 0.490
C -3.406 -0.299 1.304
C -2.235 0.126 0.692
S -0.749 0.378 1.585
H 3.630 -1.483 -0.846
H 4.078 -0.185 -1.629
H 5.014 -0.435 -0.153
H 2.970 1.389 -0.181
H 2.765 -1.282 1.797
H 2.602 0.549 2.130
H 4.069 -0.047 1.806
H 1.383 -0.929 0.018
H -0.567 0.549 -2.198
H -2.975 0.258 -2.572
H -5.380 -0.675 -1.304
H -5.511 -0.873 0.742
H -3.389 -0.429 2.341
*
```

***

> Number 3 is which compound?

C16H26N7O4PS